# C3H4ClFO

One molecule with the formula C3H4ClFO (the ωB97M-V functional and the def2-TZVPD basis, the OMol25 dataset).

Each line ends with the Mulliken charge.
Geometry (Å):
C1 0.101 0.145 -0.007  0.73
C2 -0.955 -0.380 -1.011  -0.42
C3 -0.970 -0.115 1.051  -0.49
H1 -1.336 0.371 -1.725  0.21
H2 -0.941 -1.402 -1.423  0.24
H3 -0.904 -0.942 1.736  0.28
H4 -1.021 0.768 1.699  0.27
O1 -1.998 -0.425 0.050  -0.38
F1 0.133 1.531 -0.160  -0.26
Cl1 1.761 -0.416 0.032  -0.17

Output
E_HOMO (eV): -10.4
SMILES: FC1(Cl)COC1
Energy relative to the best compared isomer or geometry (same formula, charge and spin) (eV): 1.1571
Frontier orbital gap (eV): 11.3
E (eV): -20461.5593